(one)
Below is a 2-piece molecular cluster, C4H10NO2 overall, with properties calculated with the ωB97M-V functional and the def2-TZVPD basis.

Last columns: bonded neighbours and bond lengths (Å).
CARTESIAN COORDINATES (ANGSTROEM)
1 C -1.12 -0.78 0.86  C3 1.517, H8 1.043, H9 1.088, H10 1.096
2 C -0.61 0.75 -1.14  C3 1.498, H11 1.117, H12 1.071, H13 1.083
3 C -0.48 0.49 0.33  C1 1.517, C2 1.498, C4 1.586, H14 1.157
4 C 1.02 0.64 0.83  C3 1.586, O7 1.249, H15 1.134
5 N 2.18 -1.09 -0.07  O6 1.381, H16 1.044
6 O 3.31 -0.33 -0.31  N5 1.381, H17 1.009
7 O 1.82 1.53 0.47  C4 1.249
8 H -0.54 -1.52 0.41  C1 1.043
9 H -2.13 -1.07 0.57  C1 1.088
10 H -1.03 -0.80 1.95  C1 1.096
11 H -0.02 1.68 -1.30  C2 1.117
12 H -1.67 0.87 -1.24  C2 1.071
13 H -0.32 -0.09 -1.75  C2 1.083
14 H -1.07 1.35 0.84  C3 1.157
15 H 1.27 -0.17 1.58  C4 1.134
16 H 1.65 -1.13 -0.97  N5 1.044
17 H 3.03 0.57 0.05  O6 1.009

The charge is -1. The value obtained for the LUMO energy is 4.0017 eV. For the HOMO-LUMO gap, the calculation gives 6.10 eV.

(two)
Below is an isolated ion of composition C4H10NO2 and charge -1, with properties calculated with the ωB97M-V functional and the def2-TZVPD basis.

Last columns: bonded neighbours and bond lengths (Å).
CARTESIAN COORDINATES (ANGSTROEM)
1 C 0.75 -0.39 0.25  C2 1.529, N5 1.533, H8 1.030, H9 1.196
2 C 1.32 0.42 -0.92  C1 1.529, C3 1.607, H10 1.057, H11 1.063
3 C 0.62 1.86 -1.04  C2 1.607, O4 1.361, H12 1.178, H13 1.158
4 O 1.20 2.70 -1.94  C3 1.361
5 N -0.75 -0.61 -0.02  C1 1.533, C6 1.404, H14 1.037
6 C -1.42 -0.98 1.16  N5 1.404, O7 1.483, H15 1.089, H16 1.080
7 O -1.31 -2.44 1.39  C6 1.483, H17 0.925
8 H 1.33 -1.21 0.48  C1 1.030
9 H 0.70 0.14 1.32  C1 1.196
10 H 2.33 0.55 -0.64  C2 1.057
11 H 1.11 -0.10 -1.82  C2 1.063
12 H -0.49 1.65 -1.37  C3 1.178
13 H 0.52 2.41 -0.03  C3 1.158
14 H -1.21 0.16 -0.54  N5 1.037
15 H -2.50 -0.84 1.14  C6 1.089
16 H -1.02 -0.39 1.96  C6 1.080
17 H -1.20 -2.95 0.62  O7 0.925

The charge is -1. The value obtained for the LUMO energy is 3.6183 eV. As for the structure (SMILES): [O-]CCCNCO. For the HOMO-LUMO gap, the calculation gives 5.91 eV.

Stability, highest: (two)

(one)
Below is the molecule C11H20N2O3, with properties calculated with the ωB97M-V functional and the def2-TZVPD basis.

Last columns: bonded neighbours and bond lengths (Å).
CARTESIAN COORDINATES (ANGSTROEM)
1 C -1.25 -0.88 1.11  C2 1.557, C3 1.543, H13 1.104, N32 1.533
2 C -1.37 -1.42 -0.35  C1 1.557, N33 1.350, O34 1.218
3 C -1.75 -1.99 2.05  C1 1.543, C4 1.551, H14 1.089, H15 1.112
4 C -2.98 -1.38 2.78  C3 1.551, C5 1.584, H16 1.080, H17 1.157
5 C -2.95 0.19 2.56  C4 1.584, H18 1.075, H19 1.113, N32 1.518
6 C 0.10 0.46 -1.03  C7 1.556, C8 1.549, H21 1.105, N33 1.408
7 C -0.09 1.27 -2.34  C6 1.556, O35 1.197, O36 1.340
8 C 1.63 0.24 -0.89  C6 1.549, C9 1.563, C10 1.500, H22 1.102
9 C 2.21 -0.47 -2.16  C8 1.563, H23 1.064, H24 1.075, H25 1.113
10 C 2.38 1.47 -0.50  C8 1.500, C11 1.542, H26 1.044, H27 1.091
11 C 3.78 1.14 0.07  C10 1.542, H28 1.111, H29 1.110, H30 1.095
12 H -2.76 0.40 0.48  N32 0.991
13 H -0.24 -0.46 1.24  C1 1.104
14 H -0.95 -2.30 2.72  C3 1.089
15 H -2.09 -2.93 1.57  C3 1.112
16 H -3.84 -1.82 2.30  C4 1.080
17 H -2.99 -1.72 3.89  C4 1.157
18 H -3.91 0.65 2.45  C5 1.075
19 H -2.37 0.70 3.36  C5 1.113
20 H -0.58 -1.04 -2.21  N33 1.027
21 H -0.30 1.10 -0.22  C6 1.105
22 H 1.68 -0.47 -0.04  C8 1.102
23 H 1.53 -1.13 -2.64  C9 1.064
24 H 3.07 -1.03 -1.83  C9 1.075
25 H 2.50 0.32 -2.90  C9 1.113
26 H 2.50 2.22 -1.22  C10 1.044
27 H 1.90 2.05 0.29  C10 1.091
28 H 3.72 0.39 0.88  C11 1.111
29 H 4.51 0.73 -0.67  C11 1.110
30 H 4.25 2.04 0.47  C11 1.095
31 H -0.23 2.97 -2.99  O36 0.961
32 N -2.17 0.34 1.27  C1 1.533, C5 1.518, H12 0.991
33 N -0.61 -0.74 -1.23  C2 1.350, C6 1.408, H20 1.027
34 O -2.11 -2.33 -0.68  C2 1.218
35 O -0.19 0.84 -3.45  C7 1.197
36 O -0.03 2.59 -2.13  C7 1.340, H31 0.961

The value obtained for the LUMO energy is 0.6564 eV. As for the structure (SMILES): CC[C@H](C)[C@H](NC(=O)[C@@H]1CCCN1)C(=O)O. For the HOMO-LUMO gap, the calculation gives 9.79 eV.

(two)
Below is the molecule C11H20N2O3, with properties calculated with the ωB97M-V functional and the def2-TZVPD basis.

Last columns: bonded neighbours and bond lengths (Å).
CARTESIAN COORDINATES (ANGSTROEM)
1 C 0.97 -1.22 -0.83  C2 1.455, C3 1.507, H14 1.103, N32 1.487
2 C -0.34 -0.62 -1.03  C1 1.455, N33 1.284, O34 1.227
3 C 2.12 -0.25 -0.76  C1 1.507, C4 1.573, H15 1.062, H16 1.076
4 C 2.23 0.68 0.51  C3 1.573, C5 1.519, C6 1.493, H17 1.150
5 C 2.68 -0.08 1.74  C4 1.519, H18 1.090, H19 1.181, H20 1.136
6 C 2.96 1.95 0.19  C4 1.493, H21 1.109, H22 1.085, H23 1.096
7 C -2.31 0.43 -0.35  C8 1.602, C9 1.477, H24 1.083, N33 1.468
8 C -1.66 1.89 -0.40  C7 1.602, O35 1.235, O36 1.305
9 C -3.31 0.30 0.73  C7 1.477, C10 1.635, H25 1.090, H26 1.106
10 C -3.26 -1.31 1.01  C9 1.635, C11 1.658, H27 1.186, H28 1.193
11 C -1.68 -1.68 0.69  C10 1.658, H29 1.154, H30 1.089, N33 1.420
12 H 0.38 -2.78 -1.89  N32 1.028
13 H 1.08 -1.76 -2.76  N32 1.018
14 H 0.91 -1.88 0.05  C1 1.103
15 H 1.84 0.44 -1.51  C3 1.062
16 H 2.91 -0.91 -1.04  C3 1.076
17 H 1.15 0.94 0.80  C4 1.150
18 H 3.74 -0.34 1.69  C5 1.090
19 H 2.58 0.59 2.71  C5 1.181
20 H 2.08 -1.04 1.78  C5 1.136
21 H 3.77 1.74 -0.54  C6 1.109
22 H 2.22 2.67 -0.13  C6 1.085
23 H 3.31 2.48 1.08  C6 1.096
24 H -2.59 0.56 -1.39  C7 1.083
25 H -4.17 0.80 0.26  C9 1.090
26 H -2.81 0.73 1.62  C9 1.106
27 H -4.06 -1.92 0.38  C10 1.186
28 H -3.45 -1.69 2.13  C10 1.193
29 H -1.19 -1.67 1.74  C11 1.154
30 H -1.26 -2.62 0.34  C11 1.089
31 H -1.49 3.30 -1.84  O36 0.991
32 N 1.25 -2.24 -1.88  C1 1.487, H12 1.028, H13 1.018
33 N -1.32 -0.63 -0.19  C2 1.284, C7 1.468, C11 1.420
34 O -0.49 0.30 -1.83  C2 1.227
35 O -0.73 2.25 0.34  C8 1.235
36 O -2.05 2.59 -1.43  C8 1.305, H31 0.991

The value obtained for the LUMO energy is 0.6216 eV. As for the structure (SMILES): CC(C)C[C@H](N)C(=O)N1CCC[C@H]1C(=O)O. For the HOMO-LUMO gap, the calculation gives 9.97 eV.

Stability, highest: (one)

(one)
Below is a 2-piece molecular cluster, C5H16N3S overall, with properties calculated with the ωB97M-V functional and the def2-TZVPD basis.

Last columns: bonded neighbours and bond lengths (Å).
CARTESIAN COORDINATES (ANGSTROEM)
1 C 0.49 2.01 -1.93  N3 1.452, H11 1.091, H12 1.083, H13 1.091
2 C -1.58 1.67 -0.62  N3 1.310, N4 1.345, N5 1.327
3 N -0.83 1.46 -1.67  C1 1.452, C2 1.310, H6 1.008
4 N -1.26 2.65 0.24  C2 1.345, H7 1.004, H8 1.004
5 N -2.55 0.82 -0.32  C2 1.327, H9 1.009, H10 1.007
6 H -1.22 0.95 -2.45  N3 1.008
7 H -0.83 3.49 -0.12  N4 1.004
8 H -1.43 2.54 1.22  N4 1.004
9 H -2.61 -0.05 -0.83  N5 1.009
10 H -3.07 0.73 0.54  N5 1.007
11 H 1.08 1.29 -2.50  C1 1.091
12 H 1.11 2.05 -1.03  C1 1.083
13 H 0.44 2.99 -2.40  C1 1.091
14 C 0.40 -1.10 1.75  C15 1.514, S17 1.811, H18 1.093, H19 1.081
15 C 0.45 -2.57 2.11  C14 1.514, H20 1.096, H21 1.088, H25 1.089
16 C 1.92 -1.82 -0.58  S17 1.767, H22 1.089, H23 1.093, H24 1.100
17 S 0.60 -0.79 -0.03  C14 1.811, C16 1.767
18 H -0.53 -0.59 2.01  C14 1.093
19 H 1.17 -0.60 2.32  C14 1.081
20 H -0.27 -3.18 1.54  C15 1.096
21 H 0.26 -2.74 3.17  C15 1.088
22 H 1.67 -2.85 -0.84  C16 1.089
23 H 2.40 -1.36 -1.45  C16 1.093
24 H 2.79 -1.99 0.08  C16 1.100
25 H 1.40 -3.01 1.81  C15 1.089

The charge is +1. The value obtained for the LUMO energy is -2.8382 eV. For the HOMO-LUMO gap, the calculation gives 8.92 eV.

(two)
Below is a 2-piece molecular cluster, C5H16N3S overall, with properties calculated with the ωB97M-V functional and the def2-TZVPD basis.

Last columns: bonded neighbours and bond lengths (Å).
CARTESIAN COORDINATES (ANGSTROEM)
1 C 0.84 2.26 -0.62  N3 1.454, H11 1.094, H12 1.090, H13 1.094
2 C -1.17 1.51 0.41  N3 1.329, N4 1.331, N5 1.333
3 N -0.61 2.13 -0.63  C1 1.454, C2 1.329, H6 1.003
4 N -2.43 1.10 0.34  C2 1.331, H7 1.012, H8 0.987
5 N -0.54 1.43 1.58  C2 1.333, H9 1.002, H10 1.011
6 H -1.05 2.13 -1.53  N3 1.003
7 H -2.93 0.74 1.14  N4 1.012
8 H -2.98 1.30 -0.46  N4 0.987
9 H -0.92 0.90 2.34  N5 1.002
10 H 0.46 1.58 1.54  N5 1.011
11 H 1.45 1.39 -0.34  C1 1.094
12 H 1.19 3.15 -0.10  C1 1.090
13 H 1.22 2.43 -1.63  C1 1.094
14 C -0.09 -1.90 -0.37  C15 1.533, S17 1.845, H18 1.094, H19 1.087
15 C -0.54 -1.56 -1.79  C14 1.533, H20 1.090, H21 1.093, H25 1.085
16 C 2.19 -2.05 1.42  S17 1.850, H22 1.088, H23 1.082, H24 1.088
17 S 1.75 -2.02 -0.38  C14 1.845, C16 1.850
18 H -0.46 -1.10 0.28  C14 1.094
19 H -0.43 -2.82 0.10  C14 1.087
20 H -1.24 -2.25 -2.26  C15 1.090
21 H 0.32 -1.65 -2.46  C15 1.093
22 H 3.21 -1.67 1.48  C16 1.088
23 H 2.15 -3.08 1.74  C16 1.082
24 H 1.58 -1.39 2.02  C16 1.088
25 H -0.96 -0.56 -1.83  C15 1.085

The charge is +1. The value obtained for the LUMO energy is -3.0438 eV. For the HOMO-LUMO gap, the calculation gives 8.41 eV.

Stability, highest: (one)